No. 1
A structure of composition C36H19BrF8N3O2RhSbSe at a distorted geometry. Source: OMol25; level of theory: ωB97M-V with the def2-TZVPD basis set.

Atoms and positions in Å:
Rh -1.281 -0.043 1.296
F 7.303 0.623 -0.127
C 5.973 0.487 -0.112
C 5.394 -0.200 0.938
C 4.016 -0.342 0.951
C 3.249 0.181 -0.092
C 3.857 0.906 -1.116
C 5.238 1.051 -1.134
Sb 1.172 -0.169 -0.196
C 1.201 -2.285 -0.436
C 1.808 -3.077 0.542
C 1.797 -4.463 0.455
C 1.151 -5.048 -0.615
F 1.125 -6.384 -0.700
C 0.526 -4.306 -1.597
C 0.552 -2.919 -1.498
C 0.712 0.390 -2.167
C 1.345 -0.278 -3.221
C 1.065 0.057 -4.537
C 0.153 1.068 -4.779
F -0.124 1.387 -6.048
C -0.473 1.765 -3.767
C -0.184 1.420 -2.452
H 6.016 -0.600 1.727
H 3.556 -0.848 1.789
H 3.272 1.354 -1.910
H 5.743 1.596 -1.921
H 2.298 -2.626 1.395
H 2.274 -5.087 1.200
H 0.039 -4.812 -2.422
H 0.053 -2.339 -2.265
H 2.078 -1.054 -3.028
H 1.543 -0.446 -5.368
H -1.163 2.564 -4.006
H -0.652 1.973 -1.652
F -2.828 0.863 3.830
C -1.553 0.596 4.145
C -0.636 0.280 3.160
C 0.637 -0.019 3.594
F 1.621 -0.380 2.725
C 1.007 0.008 4.925
F 2.254 -0.291 5.288
C 0.070 0.342 5.879
F 0.406 0.372 7.163
C -1.221 0.639 5.487
F -2.130 0.953 6.405
Se -1.336 -3.530 2.695
N -2.370 -4.435 1.606
C -2.618 -3.666 0.561
C -3.512 -3.923 -0.542
C -3.697 -2.922 -1.420
C -3.014 -1.647 -1.264
N -2.156 -1.389 -0.335
C -1.971 -2.404 0.587
N -1.218 -2.127 1.629
H -4.032 -4.868 -0.627
H -4.383 -3.041 -2.247
H -3.209 -0.843 -1.968
Br -3.260 7.794 -1.704
C -2.870 6.094 -1.000
C -3.912 5.240 -0.669
C -3.620 3.988 -0.152
C -2.297 3.601 0.026
C -1.264 4.470 -0.303
C -1.546 5.724 -0.821
C -1.989 2.259 0.560
O -0.765 1.888 0.695
O -2.884 1.438 0.879
H -4.936 5.555 -0.810
H -4.414 3.306 0.120
H -0.236 4.167 -0.141
H -0.752 6.411 -1.078

Properties
E_LUMO (alpha / beta): -0.189 / -0.182 hartree
relative energy (zero: lowest compared OMol25 entry of this formula, charge and spin): 1.698 eV
highest occupied orbital energy (alpha / beta): -0.421 / -0.418 hartree
Kohn-Sham gap (alpha / beta): 6.316 / 6.399 eV
charge: +1

No. 2
A structure of composition C36H21CaCl5F3IN6O. Source: OMol25; level of theory: ωB97M-V with the def2-TZVPD basis set.

Atoms and positions in Å:
Ca -0.344 0.115 -0.172
N 2.236 2.969 2.278
C 1.164 2.310 1.818
N 1.124 1.042 1.580
C 2.250 0.269 1.808
N 2.240 -1.006 1.613
N 1.100 -1.440 0.976
C 0.650 -2.580 1.315
C -0.520 -3.140 0.620
C -0.829 -4.487 0.780
C -1.901 -5.017 0.078
C -2.633 -4.179 -0.744
C -2.264 -2.842 -0.828
N -1.232 -2.328 -0.175
C 3.473 0.927 2.274
C 4.678 0.244 2.457
C 5.811 0.927 2.845
C 5.762 2.306 3.053
C 4.584 3.001 2.876
C 3.442 2.306 2.487
H 2.189 3.971 2.380
H 0.276 2.901 1.619
H 1.127 -3.169 2.098
H -0.233 -5.102 1.440
H -2.159 -6.063 0.175
H -3.480 -4.540 -1.309
H -2.827 -2.149 -1.444
H 4.695 -0.821 2.277
H 6.743 0.396 2.980
H 6.655 2.840 3.349
H 4.542 4.072 3.024
I -2.957 0.947 -1.887
C -4.068 1.354 -0.137
C -5.304 1.893 -0.349
C -6.124 2.201 0.755
C -5.674 1.945 2.014
C -4.396 1.378 2.234
C -3.969 1.098 3.552
C -2.750 0.530 3.760
C -1.908 0.246 2.662
C -2.225 0.492 1.340
C -3.526 1.066 1.145
H -5.658 2.088 -1.352
H -7.103 2.631 0.588
H -6.293 2.168 2.875
H -4.629 1.340 4.378
H -2.419 0.308 4.769
H -0.937 -0.189 2.907
Cl 5.184 5.093 -1.464
C 3.718 4.192 -1.353
C 3.717 2.813 -1.556
Cl 5.194 1.994 -1.896
C 2.538 2.095 -1.457
Cl 2.508 0.377 -1.643
C 1.292 2.702 -1.156
O 0.228 2.019 -0.985
C 1.335 4.105 -0.952
Cl -0.145 4.867 -0.498
C 2.515 4.828 -1.047
Cl 2.505 6.526 -0.748
F -0.470 -5.315 -5.923
C -1.330 -4.389 -5.481
F -2.362 -5.049 -4.929
F -1.802 -3.737 -6.547
C -0.685 -3.469 -4.482
C 0.082 -4.010 -3.459
C 0.620 -3.145 -2.524
N 0.444 -1.827 -2.562
C -0.264 -1.320 -3.564
C -0.862 -2.099 -4.547
H 0.253 -5.076 -3.390
H 1.213 -3.525 -1.700
H -0.362 -0.239 -3.584
H -1.442 -1.643 -5.336

Properties
E_LUMO: -0.028 hartree
relative energy (zero: lowest compared OMol25 entry of this formula, charge and spin): 0.201 eV
highest occupied orbital energy: -0.270 hartree
Kohn-Sham gap: 6.563 eV
charge: 0

No. 3
A structure of composition C36H24Cl3F5N6O3S3Sn at a distorted geometry. Source: OMol25; level of theory: ωB97M-V with the def2-TZVPD basis set.

Atoms and positions in Å:
Sn 0.491 -0.520 -0.506
C -1.227 -1.737 -5.350
N -1.437 -0.459 -4.739
C -2.592 0.273 -4.714
C -2.337 1.427 -4.069
N -1.013 1.407 -3.667
C -0.459 0.212 -4.070
S 1.086 -0.353 -3.962
C -0.367 2.400 -2.939
C -0.983 3.628 -2.660
C -0.225 4.597 -2.030
C 1.102 4.336 -1.713
C 1.589 3.069 -1.981
N 0.878 2.134 -2.575
H -2.052 -1.952 -6.029
H -1.156 -2.519 -4.593
H -0.274 -1.707 -5.886
H -3.504 -0.084 -5.148
H -3.001 2.229 -3.826
H -2.018 3.823 -2.888
H -0.672 5.553 -1.780
H 1.726 5.084 -1.242
H 2.596 2.781 -1.717
Cl 3.359 0.403 -0.378
C 4.447 -0.926 -0.538
C 5.804 -0.668 -0.491
C 6.724 -1.701 -0.586
C 6.266 -3.003 -0.719
C 4.910 -3.243 -0.775
Cl 4.386 -4.875 -0.939
C 3.932 -2.227 -0.702
S 2.259 -2.609 -0.821
H 6.136 0.352 -0.380
H 7.784 -1.500 -0.554
H 6.957 -3.832 -0.782
O 0.549 2.132 0.361
S -0.071 1.935 1.680
C 1.226 2.549 2.839
C 1.212 4.052 2.680
C -0.254 4.453 2.808
C -1.027 3.524 1.889
H 2.147 2.072 2.529
H 0.957 2.231 3.843
H 1.571 4.300 1.679
H 1.839 4.556 3.420
H -0.415 5.501 2.547
H -0.574 4.309 3.844
H -1.117 3.912 0.879
H -2.011 3.264 2.268
Cl -0.276 -2.954 8.037
C -0.250 -2.313 6.421
C 0.925 -2.366 5.693
C 0.942 -1.839 4.413
C -0.204 -1.275 3.871
C -1.376 -1.247 4.616
C -1.407 -1.760 5.901
C -0.203 -0.707 2.470
O -1.276 -0.568 1.887
O 0.915 -0.328 2.018
H 1.809 -2.818 6.117
H 1.837 -1.873 3.815
H -2.263 -0.826 4.171
H -2.316 -1.741 6.485
N -1.833 0.460 -1.107
C -2.958 0.729 -1.145
C -4.265 1.145 -1.277
C -5.348 0.364 -0.898
N -6.287 -0.241 -0.604
C -4.484 2.388 -1.847
N -4.628 3.423 -2.352
F 0.106 -3.354 1.578
C -0.785 -3.538 0.584
C -0.892 -2.596 -0.433
C -1.831 -2.921 -1.397
F -2.026 -2.088 -2.447
C -2.616 -4.067 -1.384
F -3.506 -4.317 -2.380
C -2.478 -4.968 -0.342
F -3.226 -6.098 -0.301
C -1.549 -4.699 0.653
F -1.398 -5.585 1.670

Properties
E_LUMO: 0.140 hartree
relative energy (zero: lowest compared OMol25 entry of this formula, charge and spin): 1.873 eV
highest occupied orbital energy: -0.078 hartree
Kohn-Sham gap: 5.920 eV
charge: -2

No. 4
A structure of composition C36H24F2N2OPdS2 at a distorted geometry. Source: OMol25; level of theory: ωB97M-V with the def2-TZVPD basis set.

Atoms and positions in Å:
Pd 0.092 1.034 -0.041
S 4.362 2.653 -0.569
C 4.659 0.963 -0.419
C 5.891 0.326 -0.377
C 5.912 -1.047 -0.229
C 4.714 -1.765 -0.123
C 3.491 -1.136 -0.178
C 3.438 0.260 -0.320
N 2.323 1.049 -0.351
C 2.638 2.347 -0.435
C 1.659 3.371 -0.387
C 1.999 4.740 -0.448
C 1.022 5.707 -0.475
C -0.320 5.348 -0.461
C -0.678 4.002 -0.336
C 0.286 3.031 -0.301
H 6.806 0.897 -0.454
H 6.858 -1.566 -0.196
H 4.759 -2.836 0.014
H 2.573 -1.696 -0.088
H 3.048 5.004 -0.468
H 1.291 6.754 -0.492
H -1.093 6.101 -0.496
H -1.729 3.765 -0.249
F -4.930 1.442 -1.611
C -4.103 1.400 -0.579
C -2.735 1.350 -0.826
C -1.887 1.301 0.247
C -2.331 1.297 1.567
C -3.713 1.341 1.758
F -4.216 1.327 2.989
C -4.608 1.400 0.706
C -1.312 1.263 2.606
C -1.517 1.100 3.973
C -0.424 1.082 4.825
C 0.861 1.235 4.322
C 1.003 1.394 2.957
N -0.051 1.402 2.153
H -2.382 1.358 -1.854
H -5.671 1.452 0.895
H -2.513 0.991 4.370
H -0.580 0.958 5.888
H 1.731 1.238 4.961
H 1.970 1.539 2.493
O -0.384 -1.045 0.644
S 0.083 -1.584 -0.696
C 0.172 -3.372 -0.495
C 1.088 -4.059 -1.275
C 1.135 -5.443 -1.184
C 0.283 -6.104 -0.310
C -0.623 -5.396 0.469
C -0.673 -4.012 0.396
C -1.361 -1.509 -1.753
C -2.616 -1.745 -1.209
C -3.718 -1.715 -2.043
C -3.561 -1.434 -3.397
C -2.302 -1.188 -3.926
C -1.186 -1.225 -3.101
H 1.760 -3.532 -1.942
H 1.839 -5.999 -1.787
H 0.341 -7.180 -0.218
H -1.292 -5.918 1.140
H -1.343 -3.448 1.030
H -2.717 -1.951 -0.151
H -4.702 -1.917 -1.641
H -4.430 -1.398 -4.040
H -2.190 -0.964 -4.978
H -0.194 -1.039 -3.495

Properties
E_LUMO (alpha / beta): -0.336 / -0.336 hartree
highest occupied orbital energy (alpha / beta): -0.507 / -0.507 hartree
Kohn-Sham gap (alpha / beta): 4.661 / 4.662 eV
charge: +2

No. 5
A structure of composition C36H24F3N4O2PbSb. Source: OMol25; level of theory: ωB97M-V with the def2-TZVPD basis set.

Atoms and positions in Å:
Pb -0.158 0.743 1.479
O -4.460 0.668 2.518
C -3.324 0.348 2.330
N -2.170 1.064 2.773
C -2.177 2.018 3.648
C -3.324 2.700 4.196
C -3.124 3.657 5.118
C -1.794 4.035 5.593
C -0.671 3.440 5.158
C -0.782 2.378 4.187
N 0.163 1.618 3.734
C 1.479 1.540 4.286
O 1.860 2.164 5.233
C 2.327 0.478 3.639
C 3.599 0.267 4.133
C 4.366 -0.753 3.583
C 3.831 -1.519 2.566
C 2.548 -1.237 2.121
N 1.805 -0.263 2.643
C -2.954 -0.947 1.653
C -3.952 -1.862 1.385
C -3.600 -3.081 0.818
C -2.271 -3.329 0.525
C -1.332 -2.350 0.806
N -1.660 -1.187 1.371
H -4.309 2.449 3.841
H -3.976 4.188 5.522
H -1.724 4.829 6.326
H 0.301 3.721 5.527
H 3.961 0.887 4.940
H 5.368 -0.941 3.946
H 4.396 -2.318 2.104
H 2.116 -1.794 1.298
H -4.974 -1.616 1.636
H -4.359 -3.824 0.607
H -1.956 -4.260 0.075
H -0.286 -2.497 0.559
F -2.162 -4.712 -5.146
C -1.734 -3.640 -4.477
C -0.479 -3.133 -4.767
C -0.041 -2.018 -4.072
C -0.843 -1.429 -3.091
C -2.105 -1.963 -2.834
C -2.564 -3.075 -3.529
Sb -0.231 0.313 -2.068
C 1.762 -0.278 -1.571
C 2.737 0.649 -1.193
C 3.988 0.239 -0.748
C 4.255 -1.115 -0.694
F 5.452 -1.522 -0.250
C 3.328 -2.067 -1.070
C 2.076 -1.638 -1.496
C -0.019 1.615 -3.717
C 0.787 2.752 -3.655
C 0.875 3.613 -4.737
C 0.135 3.323 -5.868
F 0.218 4.146 -6.916
C -0.685 2.216 -5.957
C -0.758 1.358 -4.870
H 0.125 -3.604 -5.532
H 0.933 -1.605 -4.308
H -2.756 -1.500 -2.100
H -3.547 -3.496 -3.361
H 2.539 1.713 -1.245
H 4.755 0.949 -0.464
H 3.594 -3.116 -1.040
H 1.353 -2.384 -1.810
H 1.360 2.986 -2.766
H 1.500 4.496 -4.718
H -1.243 2.034 -6.865
H -1.386 0.478 -4.941

Properties
E_LUMO: -0.320 hartree
relative energy (zero: lowest compared OMol25 entry of this formula, charge and spin): 0.000 eV
highest occupied orbital energy: -0.474 hartree
Kohn-Sham gap: 4.191 eV
charge: +2

No. 6
A structure of composition C36H24IrN6 at a distorted geometry. Source: OMol25; level of theory: ωB97M-V with the def2-TZVPD basis set.

Atoms and positions in Å:
Ir 0.199 -0.180 -0.051
C 1.547 -1.953 -3.780
C 1.394 -1.074 -2.700
N 0.546 -1.306 -1.720
C -0.217 -2.454 -1.709
C -0.141 -3.360 -2.784
C 0.772 -3.077 -3.826
C -0.976 -4.498 -2.787
C -1.833 -4.691 -1.743
C -1.874 -3.811 -0.641
C -1.059 -2.700 -0.573
N -0.914 -1.795 0.482
C -1.878 -1.406 1.413
C -2.977 -2.104 1.871
C -3.808 -1.587 2.891
C -3.507 -0.436 3.555
C -2.305 0.239 3.237
C -1.833 1.364 3.951
C -0.621 1.921 3.646
C 0.108 1.402 2.570
N -0.332 0.387 1.854
C -1.507 -0.248 2.188
H 2.253 -1.716 -4.562
H 1.956 -0.150 -2.646
H 0.852 -3.770 -4.654
H -0.919 -5.200 -3.607
H -2.482 -5.556 -1.730
H -2.542 -4.065 0.162
H -3.244 -3.061 1.458
H -4.687 -2.153 3.168
H -4.146 -0.053 4.339
H -2.435 1.766 4.756
H -0.228 2.761 4.200
H 1.064 1.823 2.282
C 3.865 -2.086 1.311
C 2.507 -1.824 1.074
N 2.092 -0.687 0.554
C 3.000 0.282 0.206
C 4.373 0.081 0.392
C 4.791 -1.141 0.971
C 5.274 1.092 -0.027
C 4.805 2.225 -0.637
C 3.428 2.429 -0.831
C 2.509 1.493 -0.390
N 1.128 1.534 -0.488
C 0.277 2.594 -0.653
C 0.605 3.946 -0.657
C -0.386 4.927 -0.787
C -1.708 4.583 -0.892
C -2.099 3.219 -0.855
C -3.451 2.813 -0.848
C -3.759 1.484 -0.765
C -2.721 0.543 -0.748
N -1.446 0.897 -0.728
C -1.115 2.229 -0.750
H 4.152 -3.031 1.747
H 1.736 -2.547 1.313
H 5.848 -1.320 1.126
H 6.336 0.943 0.118
H 5.498 2.977 -0.987
H 3.107 3.305 -1.373
H 1.626 4.263 -0.516
H -0.097 5.968 -0.787
H -2.470 5.346 -0.980
H -4.232 3.561 -0.910
H -4.782 1.139 -0.719
H -2.916 -0.495 -0.993

Properties
E_LUMO (alpha / beta): -0.222 / -0.295 hartree
highest occupied orbital energy (alpha / beta): -0.452 / -0.451 hartree
2S+1: 2
Kohn-Sham gap (alpha / beta): 6.258 / 4.263 eV
charge: +2